# C2H3NP2

2 unconnected molecules or ions with the total composition C2H3NP2 in a non-equilibrium geometry (ωB97M-V/def2-TZVPD, the Open Molecules 2025 dataset).

Last column: Mulliken charge in e.
Element x y z (Å)
C  -1.00  -1.42  0.04  0.591
C  -0.93  -0.10  0.23  -0.310
N  -1.16  -2.57  -0.16  -0.375
P  -1.80  1.22  0.58  -0.060
P  1.88  0.40  0.16  0.008
H  -0.68  2.20  0.57  0.023
H  2.45  -0.65  -0.49  0.060
H  1.24  0.91  -0.93  0.063

Values from the calculation:
- 2S+1: 1
- E_LUMO (spin up / spin down): -1.539 / -1.927 eV
- Calculated total energy: -815.289777 Ha
- Energy above the lowest of the compared OMol25 structures with the same formula, charge and spin: 85.3 kcal per mole